Record 1
C26H36AlClF6NO21 | ωB97M-V/def2-TZVPD

```
92
Properties=species:S:1:pos:R:3:lowdin_charge:R:1
H 6.275 0.584 5.293 0.14
H 4.863 1.644 5.069 0.14
O -0.208 5.262 -9.922 0.13
C 5.409 0.796 4.663 -0.06
H 5.116 1.585 2.632 0.17
H -0.634 1.929 2.178 0.04
O -3.809 4.448 4.457 0.13
H -2.515 -0.432 -0.309 0.04
C 1.970 -1.000 1.384 -0.34
O 2.279 3.047 -6.372 0.17
C 5.810 0.981 3.220 -0.31
C -0.082 2.150 1.254 -0.22
C 1.342 2.691 1.600 -0.18
C -3.402 0.824 1.771 -0.05
O 4.574 -0.358 4.592 0.07
O 1.277 -9.069 -1.041 0.08
O -3.164 -1.572 2.230 -0.09
C -1.547 5.389 -9.693 -0.55
H -0.647 2.940 0.748 0.05
O -0.211 -5.575 3.087 0.07
C -1.773 -0.641 0.472 -0.19
H -0.063 4.391 3.037 0.10
H -1.512 -1.698 0.363 0.06
H 2.600 -5.518 2.929 0.18
C -4.038 4.033 3.172 -0.54
H 0.466 3.795 -8.645 0.16
H -1.531 -8.896 -1.163 0.18
H 0.625 -0.004 2.815 0.06
F -1.634 -10.884 -1.345 0.07
C 0.664 -6.237 2.169 -0.06
C -1.158 3.188 -9.993 -0.05
C -5.055 4.831 5.001 -0.32
C -2.428 -0.375 1.821 -0.49
O 5.808 -0.345 2.727 0.13
H -6.150 2.991 4.693 0.15
H 1.499 3.598 1.010 0.11
C 1.857 -5.314 2.156 -0.30
O -0.450 -3.433 3.731 0.17
F -1.718 4.304 -4.896 0.07
O 0.121 3.302 -5.758 0.12
F 2.468 -5.302 0.946 0.08
H -2.803 -1.859 3.071 0.06
O 4.434 -2.087 3.166 0.18
H -1.239 2.958 -11.057 0.14
O -3.202 3.877 2.354 0.18
H 0.071 -1.630 2.288 0.05
C 0.461 5.037 -4.308 -0.05
C 0.140 -4.263 3.126 -0.53
H 0.897 -7.235 2.511 0.11
H -0.508 3.140 -3.797 0.08
C -0.894 -9.779 -1.083 -0.31
H 0.192 -6.290 1.187 0.14
C 1.455 3.579 -5.704 -0.56
H 0.179 5.929 -4.872 0.14
H -7.002 4.435 4.102 0.14
O -5.365 3.827 2.973 0.07
C 4.900 -1.046 3.470 -0.56
O 1.714 4.543 -4.792 0.07
H -4.311 0.525 2.298 0.07
F 1.129 3.541 -10.520 0.07
O 1.270 -4.048 2.390 0.12
N 1.478 -0.506 0.088 -0.09
Al -0.113 0.476 0.111 -0.06
C -6.027 3.971 4.230 -0.06
H 2.145 1.978 1.418 0.09
O 1.431 -8.914 1.197 0.17
H 2.878 -0.463 1.699 0.08
H 0.730 -10.724 -2.155 0.14
C 0.130 3.907 -9.678 -0.31
O 0.846 4.335 3.355 0.06
H 0.238 -9.161 -2.843 0.14
H -1.708 -0.175 2.619 0.10
O -2.138 4.169 -9.639 0.07
H 2.296 -2.038 1.248 0.08
O 1.755 2.366 3.923 0.09
H 2.215 -0.077 -0.455 0.03
H -2.958 1.653 2.327 0.04
H 1.402 -1.457 3.376 0.08
H -1.290 2.276 -9.416 0.14
C 0.931 -1.004 2.498 -0.10
F 7.063 1.501 3.103 0.06
H -3.595 1.150 0.751 0.08
F -5.070 4.552 6.330 0.07
Cl -0.379 1.242 -2.031 0.14
O -2.113 6.420 -9.562 0.18
C 1.345 3.091 3.059 -0.54
C 0.842 -9.253 0.227 -0.54
H 0.522 5.281 -3.250 0.14
C -0.462 3.881 -4.592 -0.31
H -5.194 5.906 4.864 0.17
C 0.360 -9.724 -1.921 -0.05
O -0.376 -9.865 0.233 0.14
```

As for the frontier orbital gap: 6.4 eV. As for the charge: -1. The highest occupied orbital energy comes out at -0.167 Eh.

=====

Record 2
C9H15FeN2O6 | ωB97M-V/def2-TZVPD

```
33
Properties=species:S:1:pos:R:3:lowdin_charge:R:1
H 2.348 -0.656 -0.994 0.13
H 0.644 0.332 -2.196 0.08
H -1.669 0.962 -3.321 0.12
O -2.334 0.712 -0.152 0.01
C 1.837 -1.189 -0.195 -0.06
C 1.296 2.280 0.670 -0.61
C 0.662 -1.966 -0.812 -0.62
H 3.035 1.017 0.228 0.13
H 2.568 1.168 1.905 0.13
N -3.771 1.282 -1.769 0.21
O 1.827 3.361 0.556 0.07
N 1.384 -0.220 0.830 -0.20
H -1.580 -0.595 -2.479 0.13
C 1.292 -0.853 2.173 -0.12
H 1.240 -0.049 2.907 0.13
H -4.465 1.526 -1.082 0.12
H -1.857 -1.205 1.889 0.12
O -0.519 -1.521 -0.503 -0.10
C -1.511 0.489 -2.348 -0.14
H -3.975 1.405 -2.744 0.12
C -2.578 0.844 -1.365 -0.47
H -0.014 -2.494 1.611 0.12
O 0.905 -2.910 -1.533 0.07
C 2.176 1.037 0.895 -0.05
O 0.013 2.052 0.673 -0.09
H 2.184 -1.452 2.373 0.14
C -0.181 0.829 -1.685 -0.11
H -0.014 1.905 -1.678 0.09
C 0.029 -1.669 2.320 -0.17
Fe -0.431 0.277 0.214 0.63
H 2.546 -1.907 0.226 0.13
O -1.031 -0.735 2.050 -0.07
H -0.060 -2.057 3.336 0.13
```

The spin multiplicity is 2. As for the frontier orbital gap (alpha / beta): 9.7 / 9.5 eV. The highest occupied orbital energy (alpha / beta) comes out at -0.342 / -0.334 Eh.

=====

Record 3
C3H4N2O2 | ωB97M-V/def2-TZVPD

```
11
Properties=species:S:1:pos:R:3:lowdin_charge:R:1
C 0.214 0.788 0.673 -0.48
H -0.615 2.023 -0.797 0.16
N -0.439 1.090 -0.462 0.11
H 0.505 -2.765 0.157 0.11
H -1.171 -0.220 -2.053 0.11
H 0.813 1.297 2.361 0.12
C -0.543 -0.105 -1.188 -0.04
C 0.060 -1.028 -0.393 -0.42
N 0.539 -0.477 0.772 0.17
O 0.446 1.744 1.585 0.10
O 0.190 -2.346 -0.655 0.06
```

As for the relative energy (zero: lowest compared OMol25 entry of this formula, charge and spin): 28.4 kcal per mole. As for the structure (SMILES): Oc1c[nH]c(O)n1. As for the frontier orbital gap: 8.7 eV. The highest occupied orbital energy comes out at -0.292 Eh.

=====

> Which formula does entry 3 have?

C3H4N2O2